1.
The following is a quantum chemistry calculation of C18H17CoN3O4S as an isolated structure, from the OMol25 dataset.

Geometry as XYZ:
```
44
Properties=species:S:1:pos:R:3:forces:R:3:nbo_charge:R:1
Co 0.3556 -0.5085 -0.0426 -0.2 -0.4 0.2 1.08
C -1.5535 -3.0005 3.9819 0.0 0.0 0.0 -0.28
O -0.7109 -1.9005 3.5975 0.0 0.0 0.0 -0.45
C -0.3364 -1.7424 2.3508 0.0 0.0 0.0 0.92
O 0.3751 -0.7967 2.0342 -0.2 0.3 -0.1 -0.65
N -0.7278 -2.6648 1.4274 0.0 0.0 0.0 -0.49
N -0.3641 -2.4047 0.0946 0.4 0.1 0.0 -0.59
H -1.7241 -2.8724 5.0443 0.0 0.0 0.0 0.24
H -1.0466 -3.9503 3.8095 0.0 0.0 0.0 0.19
H -2.5079 -2.9533 3.4567 0.0 0.0 0.0 0.19
H -1.3557 -3.4257 1.6223 0.0 0.0 0.0 0.41
H -1.1892 -2.3961 -0.4998 0.0 0.1 0.0 0.41
H 0.2870 -3.1088 -0.2449 0.0 0.0 0.0 0.41
S 1.7318 -1.0218 -4.0885 0.0 0.0 0.0 0.49
C 0.0465 -0.7593 -4.1794 0.0 0.0 0.0 -0.38
C -0.5320 -0.5795 -2.9530 0.0 0.0 0.0 -0.32
C 0.4239 -0.6579 -1.9103 -0.1 0.1 0.0 -0.09
C 1.6870 -0.8959 -2.3790 0.0 0.0 0.0 -0.36
C 2.7641 -0.9239 -1.4121 0.0 0.0 0.0 0.22
C 4.1232 -1.0504 -1.6595 0.0 0.0 0.0 -0.23
C 5.0018 -1.0051 -0.5926 0.0 0.0 0.0 -0.12
C 4.5112 -0.8308 0.6947 0.0 0.0 0.0 -0.26
C 3.1468 -0.7200 0.8744 0.0 0.0 0.0 0.08
N 2.2943 -0.7772 -0.1518 -0.1 -0.2 0.0 -0.46
H -0.4370 -0.7505 -5.1436 0.0 0.0 0.0 0.25
H -1.5865 -0.3847 -2.8184 0.0 0.0 0.0 0.24
H 4.4767 -1.1682 -2.6744 0.0 0.0 0.0 0.24
H 6.0661 -1.0966 -0.7631 0.0 0.0 0.0 0.24
H 5.1701 -0.7773 1.5484 0.0 0.0 0.0 0.24
H 2.7088 -0.5790 1.8523 0.0 0.0 0.0 0.23
O -1.4299 0.1717 0.0252 0.1 0.1 -0.1 -0.67
C -0.9280 1.3505 -0.0441 0.0 0.0 0.0 0.77
O 0.3434 1.3825 -0.1177 0.0 0.1 0.1 -0.60
C -1.7485 2.5627 -0.0513 0.0 0.0 0.0 -0.13
C -1.1321 3.8063 -0.1628 0.0 0.0 0.0 -0.17
C -1.9093 4.9513 -0.1764 0.0 0.0 0.0 -0.21
C -3.2913 4.8511 -0.0777 0.0 0.0 0.0 -0.16
C -3.9044 3.6093 0.0337 0.0 0.0 0.0 -0.21
C -3.1338 2.4601 0.0465 0.0 0.0 0.0 -0.17
H -0.0548 3.8622 -0.2391 0.0 0.0 0.0 0.24
H -1.4407 5.9219 -0.2637 0.0 0.0 0.0 0.23
H -3.8960 5.7484 -0.0882 0.0 0.0 0.0 0.23
H -4.9810 3.5408 0.1095 0.0 0.0 0.0 0.23
H -3.5918 1.4838 0.1301 0.0 0.0 0.0 0.23
```
Forces are in eV/Å.

Summary:
ΔE to the lowest compared entry with this formula, charge and spin in kcal per mole: 0.0
Molar mass in Da: 430.35
Charge: +1
Frontier orbital gap in eV: 8.45

=====

2.
The following is a quantum chemistry calculation of C18H17EuN2O4 as an isolated structure at a distorted geometry, from the OMol25 dataset.

Geometry as XYZ:
```
42
Properties=species:S:1:pos:R:3:forces:R:3:mulliken_spin:R:1
Eu -12.4310 -4.3956 -8.4068 -0.9 1.0 -0.5 6.97
O -11.9908 -2.9556 -10.1801 -0.6 0.2 -0.4 0.00
C -12.0003 -1.7053 -10.4322 0.4 -1.3 -0.9 0.01
C -12.6337 -1.2434 -11.6452 0.7 1.4 0.5 0.00
C -12.3579 0.0577 -12.0390 0.2 -1.1 1.3 0.00
C -11.4909 0.8784 -11.2879 0.1 0.7 -0.4 0.00
C -10.8782 0.4586 -10.1486 -1.1 -0.9 1.6 0.00
C -11.2616 -0.8098 -9.6132 0.3 1.3 -1.4 0.00
C -10.8469 -1.1568 -8.3132 1.2 -1.5 0.2 0.00
N -10.7564 -2.3761 -7.8694 -0.3 1.2 1.6 0.01
C -10.4875 -2.4189 -6.4036 0.3 0.5 -0.5 0.00
C -10.2707 -3.8233 -5.8749 1.7 0.0 0.4 -0.01
N -11.1863 -4.8720 -6.3236 1.4 -1.8 2.3 0.01
C -10.9540 -6.0230 -5.6840 -1.4 2.4 -3.2 0.01
C -11.5562 -7.2467 -6.0634 -0.6 -2.2 0.6 0.01
C -11.3770 -8.3163 -5.1217 0.4 0.6 -0.8 0.00
C -11.8901 -9.5690 -5.3874 0.0 0.3 1.1 0.00
C -12.5902 -9.8378 -6.5795 0.5 -0.9 0.2 0.01
C -12.6786 -8.8807 -7.5371 -0.4 0.4 -0.5 -0.01
C -12.2888 -7.5474 -7.2879 0.5 2.2 0.0 0.00
O -12.5678 -6.6167 -8.1508 0.6 -2.2 0.8 0.00
H -13.2704 -1.9476 -12.1675 0.1 0.1 -0.1 0.00
H -12.7535 0.5256 -12.8989 -0.7 0.1 -1.0 0.00
H -11.4443 1.9150 -11.5662 0.5 0.3 -0.3 0.00
H -10.2160 1.0688 -9.5084 -0.5 0.0 -0.6 0.00
H -10.4910 -0.2975 -7.7206 -0.1 -0.2 0.2 0.00
H -11.3452 -1.9623 -5.8874 0.2 -0.1 0.0 0.00
H -9.5620 -1.8188 -6.1414 -0.9 -0.5 -0.2 0.00
H -10.2823 -3.7093 -4.7714 0.0 -0.3 -0.3 0.00
H -9.2002 -4.1158 -6.1353 -1.1 0.2 0.2 0.00
H -10.1902 -6.1268 -4.9454 0.5 0.4 0.8 0.00
H -10.7525 -8.0920 -4.2128 -0.9 -0.5 -0.9 0.00
H -11.7789 -10.2900 -4.5917 -0.1 -0.5 -0.2 0.00
H -12.9657 -10.8576 -6.7704 0.2 0.6 0.1 0.00
H -13.0996 -9.0168 -8.5303 -0.2 -0.3 0.3 0.00
C -16.8225 -3.8297 -9.7208 -0.2 -0.5 -0.8 0.00
C -15.9390 -3.5456 -8.5249 3.0 -0.4 2.1 0.00
O -16.2921 -2.7875 -7.6043 -0.3 -0.6 -1.4 0.00
O -14.7437 -4.1712 -8.4665 -2.7 1.1 -0.8 0.00
H -17.8728 -3.6416 -9.4790 0.2 -0.1 0.1 0.00
H -16.6846 -4.8547 -10.1156 -0.1 0.3 0.6 0.00
H -16.5960 -3.2107 -10.6026 0.2 0.2 0.5 0.00
```
Forces are in eV/Å.

Summary:
ΔE to the lowest compared entry with this formula, charge and spin in kcal per mole: 0.0
Molar mass in Da: 477.31
Charge: -1
Frontier orbital gap (spin up / spin down) in eV: 5.64 / 7.34
<S²>: 15.76
Multiplicity: 8

=====

3.
The following is a quantum chemistry calculation of one molecule with the formula C18H17F2N3O3 at a distorted geometry, from the OMol25 dataset.

Geometry as XYZ:
```
43
Properties=species:S:1:pos:R:3:forces:R:3:nbo_charge:R:1
C 3.9046 -1.6750 4.0445 0.0 -4.0 -5.2 -0.22
O 3.5589 -2.0893 2.5541 1.5 3.7 2.6 -0.56
C 4.3410 -1.2403 1.6546 -1.4 0.3 0.7 0.36
C 4.0425 -1.8825 0.3108 1.3 -5.9 2.4 -0.25
N 2.6573 -1.9905 -0.0197 -1.5 3.1 0.3 -0.66
C 2.3533 -0.9079 -0.9312 -1.1 4.1 -0.5 0.69
O 3.0964 0.0459 -1.5878 -3.6 -6.7 3.9 -0.63
C 0.7221 -0.6678 -0.8797 11.7 2.0 -1.3 -0.16
C 0.3625 0.5440 -1.0804 -3.0 10.1 -3.8 -0.18
C -0.9314 1.0197 -1.3686 -0.9 -8.5 4.2 -0.18
C -1.9345 -0.0622 -0.9017 2.5 5.1 -3.5 0.15
C -1.4443 -1.3188 -0.5647 0.0 4.4 -2.1 0.08
C -0.0690 -1.5800 -0.7497 -8.0 -9.4 3.1 -0.17
N -2.5732 -1.9626 -0.4499 2.6 -9.4 3.2 -0.48
C -3.5760 -1.3365 -0.6181 -10.0 -0.8 -2.0 0.29
N -3.3931 -0.1065 -1.1189 7.3 -2.1 1.9 -0.43
C -4.1685 0.8622 -1.4679 -1.7 8.3 4.4 0.20
C -5.4120 0.8004 -1.8564 2.8 -10.8 -3.7 -0.17
C -6.2356 1.7736 -1.9713 -9.1 -6.4 -7.6 -0.40
C -6.0999 2.9043 -1.6502 4.1 17.7 7.5 0.42
F -6.9613 3.9980 -1.7536 0.1 -1.7 -0.8 -0.34
C -4.8204 3.4351 -0.8052 -1.5 -8.8 -3.5 0.38
F -4.5556 4.5799 -0.2986 -0.2 1.1 0.5 -0.27
C -4.0308 2.2515 -0.6890 3.4 2.3 0.8 -0.33
O 3.9898 0.2232 1.6805 -7.7 -10.3 6.8 -0.54
C 4.6910 1.0288 1.1122 7.6 0.7 -9.3 -0.19
H 4.9152 -1.6845 4.1586 3.2 -0.5 -0.2 0.17
H 3.6599 -0.8119 4.4078 -2.4 5.5 0.9 0.18
H 3.5189 -2.3796 4.6669 -1.4 -2.4 1.3 0.19
H 5.3725 -1.2352 2.0030 0.4 -0.3 -0.5 0.16
H 4.6402 -1.5111 -0.4626 0.5 0.6 -1.3 0.25
H 4.3492 -3.1740 0.4681 -0.2 4.0 -0.3 0.19
H 1.9382 -2.1920 0.9369 2.8 1.2 -4.0 0.47
H 1.0377 1.3240 -1.4295 0.8 -0.4 0.7 0.24
H -1.3380 1.9159 -1.4129 -0.8 4.5 -1.0 0.21
H 0.2165 -2.5923 -0.5975 0.4 -0.9 -0.1 0.22
H -4.7237 -1.8713 -0.6524 3.3 1.8 0.4 0.19
H -5.5832 -0.2997 -2.4309 -0.3 3.0 1.6 0.20
H -7.1131 1.6583 -2.7680 1.4 0.0 2.1 0.26
H -3.0227 2.4790 -0.0336 -2.4 -1.0 -1.7 0.22
H 5.7737 0.9413 1.4180 -0.2 0.3 -0.7 0.12
H 4.4823 0.8648 -0.1555 1.5 0.9 2.8 0.14
H 4.3627 1.9216 1.2894 -1.6 5.7 1.0 0.17
```
Forces are in eV/Å.

Summary:
ΔE to the lowest compared entry with this formula, charge and spin in kcal per mole: 372.8
Molar mass in Da: 361.35
Charge: 0
SMILES string: COC(CNC(=O)c1ccc2c(c1)ncn2-c1ccc(F)c(F)c1)OC
Frontier orbital gap in eV: 9.14